# 1
Density functional theory data (ωB97M-V/def2-TZVPD) for 3 unconnected molecules or ions with the total composition C4H5BrO at a distorted geometry.

Geometry as XYZ:
```
11
Properties=species:S:1:pos:R:3:forces:R:3
C 0.986 -0.471 2.911 6.8390 -2.3227 5.9557
C 0.248 -0.263 1.979 -7.4780 3.3056 -7.9883
C 3.926 -0.837 2.592 -0.2057 -1.0145 0.2097
C -0.471 0.087 0.759 -1.2200 -1.1282 2.8976
O 4.022 0.252 2.346 0.2471 1.0830 -0.2736
Br 1.397 0.927 -5.780 0.8246 0.1742 -0.8482
H 1.501 -0.533 3.804 -0.0086 -0.0072 1.6107
H 0.449 0.727 -4.802 -0.8248 -0.1747 0.8476
H -0.320 1.021 0.345 0.5794 2.2259 -0.1887
H -1.563 -0.104 0.769 0.0214 0.3302 0.6206
H -0.235 -0.563 0.021 1.2255 -2.4716 -2.8430
```
Positions in Å, forces in eV/Å.

The LUMO energy (spin up / spin down) comes out at 0.49 / -2.58 eV. Its HOMO energy (spin up / spin down) is -4.44 / -10.61 eV. Its multiplicity is 3. The orbital gap (spin up / spin down) comes out at 4.92 / 8.03 eV.

***

# 2
Density functional theory data (ωB97M-V/def2-TZVPD) for a single C4H5BrS molecule.

Geometry as XYZ:
```
11
Properties=species:S:1:pos:R:3:forces:R:3
C 1.209 0.115 0.523 0.1601 0.1953 0.2722
C 0.598 1.333 0.329 -0.5572 0.1273 -0.4586
C 0.829 -1.077 -0.032 -0.8843 0.1361 -0.2251
C -1.520 -0.115 -0.520 0.3788 0.2874 0.0130
S -1.021 1.505 -0.186 0.2644 -0.7027 0.3861
Br -3.295 -0.513 0.067 0.1007 0.1537 -0.0848
H 1.942 0.097 1.321 0.1756 0.0511 0.0230
H 1.040 2.268 0.635 0.0835 0.0953 0.0716
H 0.495 -1.154 -1.045 0.0751 0.0129 -0.1927
H 1.102 -2.004 0.443 0.0814 -0.1870 0.1033
H -1.380 -0.455 -1.534 0.1220 -0.1694 0.0920
```
Positions in Å, forces in eV/Å.

The LUMO energy (spin up / spin down) comes out at -0.64 / -0.64 eV. Its HOMO energy (spin up / spin down) is -7.91 / -7.85 eV. The orbital gap (spin up / spin down) comes out at 7.27 / 7.21 eV.

***

# 3
Density functional theory data (ωB97M-V/def2-TZVPD) for a molecular structure, C4H5CaO2 at a distorted geometry.

Geometry as XYZ:
```
12
Properties=species:S:1:pos:R:3:forces:R:3
C 2.660 0.707 1.095 1.7237 0.1733 1.2955
C 1.831 0.325 -0.080 -1.2222 4.2624 -2.2871
C 0.632 0.916 -0.263 -1.0178 -3.7731 0.0354
C -0.634 0.713 -0.714 1.0313 4.1727 1.5245
O -1.128 -0.406 -1.151 -2.3208 -3.3756 -1.5677
Ca -2.573 -1.312 -2.290 1.4848 0.7159 1.1306
H 2.359 1.669 1.549 -0.2356 -0.3057 -0.3099
H 3.697 0.868 0.742 -0.3177 -0.2631 0.1631
H 1.718 1.474 -0.962 0.7107 -1.4730 1.0006
H -1.357 1.522 -0.517 0.3872 -0.0023 -0.6769
O 2.615 -0.320 2.074 -0.2519 -0.1723 -0.2771
H 3.306 -0.165 2.724 0.0284 0.0407 -0.0311
```
Positions in Å, forces in eV/Å.

The LUMO energy (spin up / spin down) comes out at -5.95 / -5.95 eV. The net charge is +1. Its HOMO energy (spin up / spin down) is -9.67 / -9.67 eV. The orbital gap (spin up / spin down) comes out at 3.72 / 3.72 eV.

***

# 4
Density functional theory data (ωB97M-V/def2-TZVPD) for a single C4H5Cl molecule at a distorted geometry.

Geometry as XYZ:
```
10
Properties=species:S:1:pos:R:3:forces:R:3
C 0.344 0.115 -0.522 2.2476 -0.2534 0.1394
C -0.215 -1.159 1.886 -1.0650 -0.1906 -0.9135
C 0.050 0.921 -1.570 -2.8878 -2.1285 3.5220
C -0.483 -0.286 0.728 -1.1283 -0.3524 -1.6256
Cl 1.383 -1.499 2.217 1.0887 0.0548 -0.0871
H 0.695 1.149 -2.314 2.1131 0.3698 -2.0810
H -0.989 1.191 -1.742 0.0812 0.5961 0.2839
H -0.641 0.445 1.584 -0.1026 0.7118 -0.7653
H 1.363 -0.381 -0.565 -1.0089 0.8885 0.3387
H -1.508 -0.497 0.297 0.6619 0.3039 1.1886
```
Positions in Å, forces in eV/Å.

The LUMO energy comes out at 0.07 eV. Its HOMO energy is -8.69 eV. The orbital gap comes out at 8.76 eV.

***

Listing energy relative to the best compared isomer or geometry (same formula, charge and spin) for the structures above in their given order: 75.42, 43.12, 58.29, 76.38 kcal per mole.